Density functional theory data (the ωB97M-V functional and the def2-TZVPD basis) for 2 unconnected molecules or ions with the total composition C9H9I2NO at a distorted geometry.

Summary:
**HOMO-LUMO gap**: 0.3270 hartree
**SMILES string**: O=C(I)c1ccccc1.C/N=C\I
**Highest occupied orbital energy**: -9.4 eV
**Calculated total energy**: -29215.7577 eV

CARTESIAN COORDINATES (ANGSTROEM)
O  -0.560  2.456  -0.174
C  0.168  1.696  -0.687
I  -0.019  1.543  -2.931
C  1.136  0.751  -0.094
C  1.106  0.642  1.303
C  1.931  -0.259  2.004
C  2.861  -0.997  1.248
C  2.811  -0.878  -0.132
C  2.057  0.008  -0.839
H  0.091  1.015  1.627
H  1.809  -0.670  3.103
H  3.567  -1.629  1.687
H  3.607  -1.381  -0.734
H  2.185  0.164  -1.920
C  -3.382  0.546  0.014
N  -3.006  -0.213  -1.157
C  -2.347  -1.232  -1.265
I  -1.190  -2.316  0.280
H  -4.574  0.671  0.087
H  -3.107  0.188  0.989
H  -2.778  1.449  -0.125
H  -2.365  -1.555  -2.281

These are the Löwdin partial charges, in e, on atoms 1 to 6: atom 1 (O): 0.027, atom 2 (C): -0.697, atom 3 (I): 0.728, atom 4 (C): -0.292, atom 5 (C): -0.052, atom 6 (C): -0.066